1.
This record from the Open Molecules 2025 dataset describes a molecular structure, C43H48N2O3P2Pt at a distorted geometry. The level of theory is ωB97M-V/def2-TZVPD.

The geometry in XYZ format:
```
99
Properties=species:S:1:pos:R:3:mulliken_spin:R:1
Pt -1.236 1.428 -3.787 0.66
C -0.139 2.602 -5.046 0.12
C -0.948 3.446 -4.226 0.18
C -2.357 3.959 -4.400 0.10
C -3.336 3.008 -5.100 0.00
C -3.057 1.538 -4.816 0.03
C -2.126 0.651 -5.467 0.07
C -1.269 0.978 -6.675 0.02
C -0.436 2.281 -6.501 0.02
C -0.766 -1.509 -0.397 0.04
H 0.902 2.484 -4.722 0.00
H -0.378 3.867 -3.333 -0.15
H -2.332 4.974 -4.803 -0.01
H -2.716 4.179 -3.376 0.00
H -4.348 3.222 -4.715 0.00
H -3.386 3.192 -6.175 0.00
H -3.931 1.026 -4.376 0.00
H -2.441 -0.394 -5.321 0.00
H -1.901 0.988 -7.602 0.00
H -0.501 0.196 -6.752 0.00
H 0.510 2.279 -7.072 0.00
H -0.999 3.129 -6.905 0.00
H 0.048 -0.796 -0.652 0.00
H -0.417 -2.530 -0.287 0.00
H -1.093 -1.133 0.584 0.00
P -0.193 2.760 -0.996 0.28
P -2.301 -1.484 -1.340 -0.06
C -1.806 1.348 -1.871 0.04
C -2.549 0.256 -1.418 0.16
C -0.514 4.096 0.103 -0.02
C -1.750 4.813 0.206 0.06
C -1.896 5.657 1.300 -0.02
C -0.822 5.830 2.185 0.05
C 0.387 5.129 2.048 -0.02
C 0.564 4.246 0.996 0.09
C 1.396 2.981 -1.745 -0.06
C 2.164 1.847 -2.136 0.15
C 3.429 2.037 -2.680 -0.08
C 3.905 3.339 -2.930 0.10
C 3.122 4.458 -2.589 -0.05
C 1.897 4.288 -1.965 0.12
C -3.667 -2.172 -0.435 0.00
C -4.166 -1.489 0.685 0.01
C -5.237 -2.005 1.418 0.00
C -5.852 -3.207 1.063 0.00
C -5.345 -3.897 -0.039 0.00
C -4.279 -3.387 -0.787 0.00
C -1.952 -2.185 -2.975 0.03
C -0.656 -2.237 -3.514 -0.02
C -0.439 -2.943 -4.714 0.01
C -1.497 -3.560 -5.369 0.00
C -2.810 -3.360 -4.916 0.00
C -3.044 -2.646 -3.746 0.00
H -2.282 2.253 -1.331 -0.02
H -3.625 0.469 -1.260 0.00
H -2.524 4.704 -0.574 0.02
H -2.841 6.185 1.456 0.00
H -0.914 6.519 3.023 0.01
H 1.217 5.248 2.733 0.00
H 1.533 3.740 0.798 0.01
H 1.783 0.846 -1.913 0.04
H 4.053 1.167 -2.911 0.00
H 4.886 3.474 -3.402 0.01
H 3.489 5.467 -2.809 0.00
H 1.345 5.157 -1.601 0.01
H -3.712 -0.553 0.985 0.00
H -5.593 -1.501 2.313 0.00
H -6.670 -3.621 1.667 0.00
H -5.778 -4.874 -0.263 0.00
H -3.916 -3.974 -1.624 0.00
H 0.190 -1.798 -3.003 0.00
H 0.589 -3.102 -5.051 0.00
H -1.307 -4.271 -6.183 0.00
H -3.638 -3.859 -5.422 0.00
H -4.079 -2.502 -3.400 0.00
C 4.252 1.351 3.604 0.00
C 3.504 1.300 2.285 0.00
C 2.024 0.801 2.400 0.01
C 1.907 -0.584 3.050 0.00
C 2.847 -1.620 2.445 0.00
C 1.184 1.798 3.213 -0.01
O 1.578 2.724 3.902 0.00
N -0.185 1.561 3.043 0.01
C -0.727 1.328 1.762 0.04
O -1.945 1.238 1.619 0.01
N 0.190 1.275 0.701 -0.01
C 1.422 0.728 0.993 0.01
O 2.033 0.104 0.120 0.01
H 3.696 1.980 4.319 0.00
H 5.249 1.790 3.447 0.00
H 4.394 0.350 4.046 0.00
H 3.493 2.297 1.831 0.00
H 4.010 0.645 1.573 0.00
H 2.065 -0.519 4.141 0.00
H 0.868 -0.917 2.901 0.00
H 3.840 -1.595 2.909 0.00
H 2.439 -2.623 2.594 0.00
H 2.946 -1.448 1.365 0.00
H -0.790 2.022 3.691 0.00
```

Results
LUMO (spin up / spin down): 0.0 / -0.5 eV
Charge: 0
Calculated total energy: -76309.7884 eV
2S+1: 3
Molecular weight: 897.9 g/mol
ΔE to the lowest compared entry with this formula, charge and spin: 0.000 eV
⟨S²⟩: 2.0227

***

2.
This record from the Open Molecules 2025 dataset describes a molecular structure, C43H48N5OSSr at a distorted geometry. The level of theory is ωB97M-V/def2-TZVPD.

The geometry in XYZ format:
```
99
Properties=species:S:1:pos:R:3:lowdin_charge:R:1
Sr -0.726 -0.935 -0.103 1.44
C -1.574 -0.266 -4.637 0.01
C -1.236 0.112 -3.226 -0.25
N -1.955 -0.119 -2.202 -0.03
C -3.276 -0.763 -2.210 -0.16
C -4.031 -0.335 -0.925 -0.18
N -3.079 -0.249 0.202 -0.21
C -3.650 0.072 1.528 -0.17
C -2.569 -0.010 2.639 -0.17
N -1.228 0.273 2.095 -0.19
C -0.131 0.444 3.068 -0.17
C 1.235 0.302 2.352 -0.17
N 1.095 0.755 0.968 0.01
C 2.064 0.929 0.169 -0.27
C 3.520 0.741 0.474 0.01
C 1.639 1.256 -1.260 -0.21
C 2.267 2.213 -2.043 -0.01
C 1.762 2.459 -3.310 -0.02
C 0.652 1.755 -3.763 0.01
C 0.072 0.831 -2.912 -0.19
N 0.572 0.589 -1.696 0.06
H -1.471 -1.349 -4.736 0.11
H -0.912 0.195 -5.364 0.08
H -2.605 -0.011 -4.884 0.09
H -3.140 -1.850 -2.216 0.13
H -3.873 -0.509 -3.087 0.12
H -4.805 -1.064 -0.693 0.13
H -4.528 0.625 -1.097 0.11
H -2.480 0.547 -0.039 0.01
H -4.441 -0.642 1.747 0.12
H -4.110 1.066 1.512 0.12
H -2.546 -1.012 3.067 0.12
H -2.843 0.676 3.445 0.12
H -1.262 1.133 1.544 0.04
H -0.216 -0.322 3.839 0.12
H -0.205 1.414 3.568 0.12
H 1.525 -0.755 2.327 0.11
H 2.013 0.837 2.900 0.12
H 3.794 1.193 1.428 0.09
H 4.164 1.136 -0.308 0.08
H 3.710 -0.334 0.556 0.11
H 3.128 2.755 -1.672 0.12
H 2.227 3.203 -3.944 0.12
H 0.243 1.943 -4.747 0.12
O -1.385 2.341 -0.087 -0.56
S -1.190 3.693 0.571 0.98
C -2.747 4.585 0.404 -0.27
C -3.277 4.718 -0.997 -0.27
C -3.478 5.983 -1.541 -0.05
C -3.960 6.130 -2.836 -0.07
C -4.241 5.009 -3.603 -0.08
C -4.049 3.742 -3.066 -0.07
C -3.574 3.595 -1.770 -0.04
C -0.159 4.614 -0.568 -0.28
C 0.147 6.004 -0.074 -0.28
C -0.157 7.106 -0.865 -0.05
C 0.127 8.391 -0.421 -0.07
C 0.710 8.584 0.824 -0.07
C 1.023 7.487 1.618 -0.07
C 0.749 6.204 1.168 -0.05
H -2.579 5.556 0.877 0.10
H -3.411 4.005 1.051 0.10
H -3.266 6.861 -0.943 0.12
H -4.124 7.121 -3.240 0.11
H -4.620 5.122 -4.611 0.11
H -4.283 2.864 -3.656 0.10
H -3.419 2.607 -1.352 0.08
H -0.661 4.599 -1.538 0.10
H 0.736 3.993 -0.628 0.08
H -0.609 6.956 -1.839 0.11
H -0.105 9.241 -1.050 0.11
H 0.929 9.585 1.171 0.11
H 1.488 7.632 2.584 0.11
H 1.009 5.352 1.787 0.11
C 2.402 -7.247 3.056 -0.10
C 1.438 -7.253 2.056 -0.08
C 0.914 -6.058 1.583 -0.04
C 1.343 -4.834 2.095 -0.24
C 2.301 -4.844 3.109 -0.06
C 2.832 -6.036 3.584 -0.09
C 0.793 -3.542 1.583 -0.17
C 0.486 -3.185 0.326 -0.24
C 0.714 -4.088 -0.820 -0.32
C -0.332 -4.339 -1.719 -0.09
C -0.160 -5.129 -2.851 -0.10
C 1.088 -5.663 -3.139 -0.11
C 2.149 -5.406 -2.274 -0.08
C 1.964 -4.640 -1.133 -0.06
H 2.811 -8.180 3.424 0.10
H 1.091 -8.192 1.642 0.10
H 0.166 -6.068 0.800 0.11
H 2.640 -3.899 3.525 0.10
H 3.582 -6.021 4.366 0.10
H 0.622 -2.821 2.396 0.06
H -1.321 -3.940 -1.496 0.09
H -1.000 -5.329 -3.507 0.10
H 1.233 -6.274 -4.020 0.10
H 3.127 -5.822 -2.484 0.10
H 2.796 -4.466 -0.457 0.12
```

Results
LUMO: -2.9 eV
Charge: +1
Calculated total energy: -66534.2939 eV
Molecular weight: 770.6 g/mol

***

Which of these has the highest molecular weight?
C43H48N2O3P2Pt

***

The lowest molecular weight belongs to which entry?
C43H48N5OSSr